12
Properties=species:S:1:pos:R:3:forces:R:3:mulliken_charge:R:1 method="wB97M-V/def2-TZVPD" spin_multiplicity=1 charge=-1 homo_lumo_gap_ha="0.24695 / 0.24693"
C 0.869248 -2.023222 -0.169399 0.0 1.7 -0.1 -0.51
C -1.437250 1.171671 -0.600885 -1.7 -2.9 1.3 -0.82
C 0.832512 -0.683026 0.043264 3.1 -0.2 -4.2 -0.14
O -0.905891 0.357387 1.901451 -0.2 -1.1 1.4 -0.80
O 0.753798 1.853584 0.735599 0.5 -1.2 -0.3 -0.61
P -0.279849 0.535133 0.580996 -2.3 3.7 -0.5 0.74
H 1.556129 -2.363213 -0.914885 0.5 -0.3 -0.2 0.23
H 0.205395 -2.800245 0.174410 -0.3 0.3 0.7 0.29
H -2.357422 0.388519 -0.665362 1.8 1.6 0.5 0.10
H -1.100423 1.177288 -1.596634 0.9 0.4 -1.6 0.21
H 1.612359 0.011408 -0.852600 -2.1 -2.2 2.9 0.06
H 0.251394 2.374717 1.364045 -0.1 0.3 0.1 0.28

7
Properties=species:S:1:pos:R:3:forces:R:3:mulliken_charge:R:1 method="wB97M-V/def2-TZVPD" spin_multiplicity=1 charge=0 smiles="O=CC(Cl)Cl" homo_lumo_gap_ha=0.38749
C -0.447171 0.249933 0.176831 0.5 3.2 2.2 0.03
C 0.746574 0.345397 1.330917 -2.4 3.3 -1.9 0.03
H -1.273088 0.860110 0.727276 1.0 -1.1 -1.7 0.28
H 0.977909 1.511951 1.785380 -0.6 -2.9 -1.2 0.27
O 1.258794 -0.650032 1.603172 2.1 -2.1 1.7 -0.33
Cl -0.974727 -1.352183 -0.253373 0.4 0.7 0.0 -0.10
Cl 0.294046 1.308431 -1.181010 -1.0 -1.1 1.0 -0.17

12
Properties=species:S:1:pos:R:3:forces:R:3:mulliken_charge:R:1 method="wB97M-V/def2-TZVPD" spin_multiplicity=1 charge=0 smiles=Cc1nnc(S)nn1 homo_lumo_gap_ha=0.32078
C -3.161847 0.013453 -0.002700 0.2 0.1 -0.4 -0.79
C -1.655423 0.004183 0.001476 -0.7 0.5 -0.1 0.56
C 0.883724 -0.003321 0.010622 -0.1 -0.5 -0.2 0.66
H -3.519014 1.049294 0.002981 0.1 -0.3 -0.1 0.30
H -3.512984 -0.492443 0.885068 -0.2 -0.2 0.2 0.25
H -3.564453 -0.531408 -0.877599 0.3 0.3 0.4 0.25
H 2.782382 1.224166 0.008936 0.1 0.9 0.0 0.17
N -1.034229 1.187108 -0.000968 0.3 -0.4 0.0 -0.33
N 0.282830 1.176743 -0.003781 -0.2 0.2 0.1 -0.26
N 0.254569 -1.195780 0.001506 0.3 0.3 0.1 -0.25
N -1.045508 -1.181517 -0.000451 0.2 -0.1 0.0 -0.33
S 2.638232 -0.077586 -0.003120 -0.2 -0.9 0.0 -0.22

32
Properties=species:S:1:pos:R:3:forces:R:3:mulliken_charge:R:1 method="wB97M-V/def2-TZVPD" spin_multiplicity=1 charge=0 homo_lumo_gap_ha=0.30961
O -1.382411 -0.309285 -2.011035 0.0 -0.1 -0.1 -0.61
C -1.268051 0.763081 -1.462816 -0.2 0.3 -0.1 0.46
N -0.121397 1.262616 -0.918717 0.3 0.6 0.0 -0.10
C 1.059653 0.591269 -0.679419 0.3 -0.1 0.1 0.09
C 1.347648 -0.665352 -1.215228 -0.1 0.0 0.0 -0.33
C 2.542632 -1.291686 -0.935046 0.4 0.1 0.2 -0.72
C 3.476480 -0.663086 -0.119791 -1.1 0.6 -0.2 -0.12
C 3.219419 0.592694 0.422563 0.2 -0.3 -0.1 -0.47
C 2.021039 1.208228 0.141215 0.0 -0.3 -0.2 0.49
Cl 1.692893 2.765754 0.820524 0.0 0.2 0.1 -0.27
H 3.958102 1.059794 1.056085 0.0 0.0 0.0 0.54
N 4.724638 -1.310901 0.173306 0.4 -0.2 0.1 1.00
O 4.910859 -2.413195 -0.298475 0.1 -0.3 -0.1 -0.62
O 5.518744 -0.717657 0.872950 0.2 0.1 0.2 -0.63
H 2.768467 -2.266235 -1.339376 0.0 0.0 0.0 0.47
H 0.612379 -1.144214 -1.839899 0.0 0.0 0.0 0.57
H -0.202417 2.126904 -0.390448 -0.2 -0.3 -0.2 0.26
C -2.447801 1.702609 -1.316529 -0.3 -0.2 0.4 -0.89
H -2.175187 2.745927 -1.461964 0.0 0.0 0.0 0.43
H -3.241163 1.413170 -2.005498 0.2 0.0 0.0 0.45
S -3.107922 1.604879 0.396002 -0.2 -0.1 -0.2 -0.13
C -3.356070 -0.150101 0.475731 -0.1 1.0 -0.1 0.43
C -4.578505 -0.730197 0.219973 0.0 -0.4 0.0 -0.59
C -4.719191 -2.106011 0.285201 0.0 0.1 0.0 -0.29
C -3.600973 -2.859376 0.612644 -0.2 0.2 -0.1 -0.68
C -2.403481 -2.237882 0.869679 0.1 -0.5 0.1 -0.19
N -2.267612 -0.894455 0.813929 -0.5 -0.4 0.0 0.44
O -1.164679 -0.348245 1.053750 0.8 0.0 0.3 -0.65
H -1.501323 -2.770386 1.128243 0.0 0.1 0.0 0.43
H -3.654356 -3.934784 0.668930 0.1 -0.1 0.0 0.39
H -5.667702 -2.573892 0.081306 -0.1 -0.1 0.0 0.40
H -5.408058 -0.089510 -0.033933 0.0 0.1 0.0 0.43

51
Properties=species:S:1:pos:R:3:forces:R:3:mulliken_charge:R:1 method="wB97M-V/def2-TZVPD" spin_multiplicity=1 charge=0 homo_lumo_gap_ha=0.37653
O -4.224556 -0.943360 -0.689893 -0.5 0.7 2.0 -0.67
H -4.378840 -0.627353 0.280370 1.4 0.1 -1.4 0.39
H -5.127446 -1.197236 -0.812802 -0.8 -0.8 -1.2 0.28
O -0.845588 1.147401 1.110048 -1.6 -0.8 1.8 -0.74
H -0.201554 0.930802 0.455419 0.8 -0.2 -1.5 0.41
H -1.483804 1.797605 0.820192 -0.3 0.5 -0.6 0.46
O 1.859642 -2.834552 -2.399892 -1.3 -1.2 0.6 -0.77
H 2.238300 -3.717864 -2.540878 0.3 0.5 -0.3 0.28
H 0.996269 -3.165220 -1.875673 1.3 0.6 -0.8 0.47
O -1.583546 -1.492341 -1.032069 -2.8 -0.9 2.1 -0.74
H -2.618119 -1.414229 -0.775370 2.7 -0.1 -1.7 0.44
H -1.286532 -0.854532 -1.690638 -0.5 0.6 -0.5 0.29
O -0.577977 0.186585 -2.739286 0.4 -0.3 -0.4 -0.80
H 0.028434 -0.495309 -3.115008 -0.4 0.9 0.4 0.28
H -0.120744 0.592028 -1.958252 0.4 -0.5 -0.6 0.59
O 2.352700 0.666370 2.767875 1.7 -3.6 0.8 -0.71
H 1.713888 1.140105 2.296119 -1.8 1.7 -1.0 0.54
H 2.516106 1.159877 3.538929 0.3 1.0 1.4 0.29
O -3.809526 0.220165 1.506940 -1.8 1.4 -0.1 -0.74
H -3.595863 1.118918 1.175535 0.3 -0.8 0.3 0.35
H -3.054203 -0.267587 1.783047 1.4 -0.3 0.4 0.40
O -2.686188 2.127746 -2.236794 -3.8 -2.7 2.5 -0.67
H -2.920909 1.122484 -2.098119 0.9 2.9 -0.5 0.36
H -1.952443 2.174298 -2.762507 3.0 -0.3 -2.4 0.29
O 1.075088 0.804360 -0.723418 -1.6 -2.8 0.5 -0.79
H 1.698060 -0.039376 -0.698639 0.1 1.6 -0.1 0.36
H 1.365159 1.671401 -0.858784 1.9 1.6 -0.5 0.22
O 3.912674 0.775923 0.827366 -0.1 -1.0 -1.1 -0.76
H 3.412198 0.584170 1.703045 0.5 0.0 -1.8 0.36
H 3.654231 0.223195 0.004825 0.5 1.0 2.7 0.34
O -2.650015 2.990562 0.205901 1.3 -2.6 -0.8 -0.61
H -2.528314 2.979587 -0.770794 -0.1 -1.0 0.1 0.33
H -3.013088 3.812848 0.299856 -1.5 3.4 1.2 0.26
O 0.044660 -3.749465 -0.875720 3.2 -4.2 -0.2 -0.72
H 0.676143 -3.894612 -0.109557 -1.7 0.9 -0.8 0.42
H -0.477761 -3.011583 -0.802969 -2.4 3.2 1.0 0.42
O 0.944821 2.528466 2.016990 0.8 1.8 1.7 -0.73
H 0.949222 2.327380 1.110848 0.4 0.0 -2.0 0.35
H 0.045014 2.300776 2.212731 -0.8 -0.2 0.4 0.41
O 0.797161 -2.836149 1.467488 4.1 -2.1 2.0 -0.67
H -0.018028 -2.412811 1.556434 -2.9 1.5 -0.1 0.50
H 1.029386 -3.033357 2.423166 -0.1 0.2 -1.8 0.29
O 4.161072 3.043411 -0.330340 -9.5 -9.6 -1.4 -0.59
H 4.707838 3.639532 -0.275793 9.2 9.3 1.3 0.19
H 4.244786 2.247581 0.257326 0.2 0.6 -0.1 0.47
O 2.689550 -1.191677 -0.556035 -0.4 0.6 2.7 -0.79
H 2.510292 -1.838910 -1.215499 -0.3 -1.5 -2.1 0.37
H 2.402603 -1.665190 0.271417 0.3 0.7 -0.6 0.30
O -1.320280 -1.476305 1.612984 -1.9 -1.6 -0.5 -0.88
H -0.950576 -0.726413 2.009191 0.8 2.1 0.8 0.36
H -1.577253 -1.198115 0.705671 0.8 -0.2 0.1 0.32

5
Properties=species:S:1:pos:R:3:forces:R:3:mulliken_charge:R:1 method="wB97M-V/def2-TZVPD" spin_multiplicity=3 charge=0 homo_lumo_gap_ha="0.31548 / 0.23301"
N -0.341307 -0.564052 -0.386723 -1.8 -0.5 1.7 -0.46
S 2.627256 -1.472245 0.108324 0.1 0.0 0.0 -0.19
I 4.073669 0.312508 -0.046194 0.0 0.0 0.0 0.17
H 0.215263 -0.453797 -1.224503 -0.7 -0.4 -0.8 0.25
H -1.347445 -0.986447 -0.421834 2.5 0.9 -1.0 0.23

ΔE to the lowest compared entry with this formula, charge and spin: 69.75; 29.37; 31.31; 50.95; 68.72; 27.81 (kcal per mole)
Molecular weight: 105.1; 112.9; 128.2; 339.8; 306.3; 175.0 (g mol⁻¹)